# C10H18Cl2FeN2O2PS

C10H18Cl2FeN2O2PS as an isolated structure (wB97M-V/def2-TZVPD, OMol25).

<S²>: 8.8797
Net charge: +2
E in eV: -97276.5618
Spin multiplicity: 6
Energy relative to the best compared isomer or geometry (same formula, charge and spin) in kcal per mole: 26.3

Cartesian coordinates (Å):
1 C -1.830 -2.331 -2.313
2 C -1.374 -1.342 -1.306
3 H -2.532 -1.853 -3.005
4 H -2.333 -3.168 -1.808
5 H -0.970 -2.716 -2.875
6 O -1.915 -0.231 -1.133
7 Cl 3.441 -0.466 -0.283
8 Fe 1.397 -0.744 -0.694
9 P 1.281 1.388 -1.532
10 C -0.188 2.348 -1.094
11 C 2.641 2.500 -1.042
12 H 2.301 1.027 -3.681
13 H 1.222 2.471 -3.693
14 H 0.538 0.804 -3.749
15 C 1.339 1.435 -3.348
16 H 3.588 2.081 -1.400
17 H 2.480 3.494 -1.479
18 H -0.146 2.632 -0.035
19 H -1.084 1.737 -1.266
20 H 2.681 2.574 0.050
21 H -0.211 3.248 -1.726
22 C -0.350 -1.839 -0.302
23 O -0.507 -2.787 0.427
24 Cl 1.442 -1.772 -2.583
25 C 0.565 -1.125 4.190
26 N -0.569 -0.723 3.369
27 C -1.916 -0.870 3.680
28 C -2.619 -0.429 2.602
29 N -1.699 -0.042 1.645
30 C -0.442 -0.226 2.116
31 S 1.060 0.036 1.356
32 H 1.111 -1.954 3.718
33 H 1.253 -0.280 4.316
34 H 0.182 -1.443 5.163
35 H -2.236 -1.275 4.624
36 H -3.676 -0.360 2.422
37 H -1.924 0.202 0.667

# C10H18Cl2N2

A 3-piece molecular cluster, C10H18Cl2N2 overall (wB97M-V/def2-TZVPD, OMol25).

E in eV: -38685.6329
Energy relative to the best compared isomer or geometry (same formula, charge and spin) in kcal per mole: 22.5

Cartesian coordinates (Å):
1 C -0.199 -1.437 3.185
2 C -0.173 0.105 3.172
3 C -0.707 0.564 1.843
4 C 0.139 0.271 0.628
5 N 0.809 0.010 -0.311
6 H -1.138 -1.853 3.548
7 H 0.522 -1.813 3.911
8 H 0.069 -1.905 2.238
9 H 0.800 0.526 3.425
10 H -0.647 0.515 4.064
11 H -0.896 1.637 1.818
12 H -1.749 0.251 1.777
13 C -0.939 -3.657 -3.271
14 C -0.897 -3.960 -1.815
15 C -1.950 -3.126 -1.053
16 C -3.366 -3.453 -1.417
17 N -4.504 -3.728 -1.669
18 H -1.900 -3.338 -3.672
19 H -0.652 -4.549 -3.828
20 H -0.214 -2.869 -3.473
21 H 0.088 -3.817 -1.372
22 H -1.020 -5.042 -1.787
23 H -1.851 -2.076 -1.326
24 H -1.921 -3.287 0.025
25 Cl 1.258 6.310 0.680
26 C 2.208 5.300 -0.390
27 C 3.329 6.057 -1.029
28 Cl 4.618 6.266 0.231
29 H 1.510 4.956 -1.153
30 H 2.431 4.433 0.232
31 H 3.048 7.061 -1.344
32 H 3.893 5.648 -1.867

# C10H18ClF9OS2

A 2-piece molecular cluster, C10H18ClF9OS2 overall (wB97M-V/def2-TZVPD, OMol25).

E in eV: -71351.3694

Cartesian coordinates (Å):
1 C 1.578 3.329 1.356
2 O 2.483 2.756 0.369
3 C 1.764 1.707 -0.310
4 C 2.370 1.424 -1.770
5 C 2.013 -0.035 -2.305
6 S 2.861 -1.382 -1.326
7 C 1.518 -2.239 -0.369
8 C 1.636 -2.098 1.223
9 C 0.158 -2.275 1.848
10 C -0.568 -0.895 1.607
11 C -2.103 -1.000 1.160
12 F -2.820 -0.792 2.364
13 F -2.392 -2.246 0.587
14 C -2.285 0.140 0.089
15 F -1.447 -0.186 -1.000
16 F -1.748 1.351 0.603
17 S -3.973 0.497 -0.599
18 F -4.764 -0.674 0.286
19 F -4.183 1.654 0.571
20 F -3.247 1.623 -1.642
21 F -3.730 -0.665 -1.858
22 F -5.447 0.914 -1.286
23 H 1.195 2.563 2.102
24 H 2.150 4.169 1.870
25 H 0.703 3.766 0.776
26 H 1.833 0.765 0.320
27 H 0.667 1.958 -0.432
28 H 1.874 2.180 -2.465
29 H 3.492 1.623 -1.754
30 H 0.883 -0.176 -2.283
31 H 2.337 -0.191 -3.384
32 H 3.766 -0.785 -0.461
33 H 1.546 -3.353 -0.599
34 H 0.528 -1.802 -0.714
35 H 2.326 -2.870 1.674
36 H 2.035 -1.060 1.494
37 H 0.313 -2.483 2.953
38 H -0.270 -3.185 1.342
39 H 0.046 -0.286 0.880
40 H -0.528 -0.321 2.593
41 Cl -2.572 -1.418 -3.508

# C10H18ClHoIN2O2P

C10H18ClHoIN2O2P as an isolated structure (wB97M-V/def2-TZVPD, OMol25).

<S²>: 6.0042
Net charge: +2
E in eV: -73435.5773
Spin multiplicity: 5

Cartesian coordinates (Å):
1 C 1.717 -0.473 -0.997
2 C 0.980 -1.775 -1.017
3 H 2.363 -0.377 -1.885
4 H 2.341 -0.364 -0.108
5 H 1.015 0.361 -1.032
6 O 0.142 -2.108 -1.850
7 I -1.136 -1.447 1.080
8 Ho -1.356 1.708 1.710
9 P 1.694 -3.126 0.085
10 C 0.613 -4.555 -0.029
11 C 3.277 -3.473 -0.693
12 H 2.382 -1.466 1.768
13 H 2.770 -3.137 2.198
14 H 1.120 -2.529 2.366
15 C 2.013 -2.495 1.737
16 H 4.011 -2.694 -0.455
17 H 3.644 -4.440 -0.329
18 H 1.188 -5.457 0.237
19 H 0.247 -4.656 -1.062
20 H 3.150 -3.526 -1.781
21 H -0.243 -4.470 0.648
22 C -2.105 0.848 -0.509
23 O -2.292 0.673 -1.634
24 Cl 0.640 2.147 3.029
25 C -3.442 3.455 1.378
26 C -2.464 3.813 0.309
27 N -1.181 3.412 0.277
28 C -0.641 3.886 -0.933
29 C -1.643 4.428 -1.667
30 N -2.779 4.387 -0.852
31 H -2.965 3.561 2.384
32 H -4.295 4.143 1.329
33 H -3.840 2.424 1.259
34 H 0.402 3.761 -1.175
35 H -1.626 4.827 -2.664
36 H -3.701 4.734 -1.121

# C10H18F6HfNO5S2Se2Te

C10H18F6HfNO5S2Se2Te as an isolated structure (wB97M-V/def2-TZVPD, OMol25).

Net charge: +1
E in eV: -199651.7200
Energy relative to the best compared isomer or geometry (same formula, charge and spin) in kcal per mole: 6.7

Cartesian coordinates (Å):
1 Hf 0.597 0.502 -0.634
2 F 0.148 4.578 2.771
3 C 1.169 3.773 2.576
4 F 1.624 3.297 3.716
5 F 2.126 4.377 1.903
6 S 0.605 2.340 1.535
7 O 0.216 2.796 0.198
8 O 1.707 1.392 1.346
9 N -0.585 1.758 2.380
10 S -1.239 0.483 1.685
11 O -0.317 -0.628 1.558
12 O -1.823 0.785 0.389
13 C -2.594 0.060 2.883
14 F -3.581 0.914 2.712
15 F -2.989 -1.167 2.584
16 F -2.134 0.112 4.111
17 C -2.527 2.858 -1.804
18 Se -1.079 1.828 -2.613
19 C -2.245 0.347 -3.127
20 C -1.515 -0.944 -3.419
21 Se -0.630 -1.710 -1.864
22 C -2.206 -2.189 -0.827
23 H -2.997 2.303 -1.000
24 H -3.243 3.100 -2.585
25 H -2.088 3.776 -1.420
26 H -2.816 0.666 -3.998
27 H -2.938 0.211 -2.296
28 H -0.726 -0.847 -4.163
29 H -2.229 -1.694 -3.758
30 H -2.859 -2.793 -1.455
31 H -2.738 -1.316 -0.462
32 H -1.863 -2.792 0.010
33 Te 2.079 0.513 -2.773
34 C 4.113 -2.042 0.373
35 C 3.062 -3.053 0.820
36 C 1.818 -2.517 0.145
37 O 1.975 -1.064 0.159
38 C 3.370 -0.732 0.505
39 H 4.396 -2.215 -0.667
40 H 5.012 -2.054 0.986
41 H 2.948 -3.043 1.904
42 H 3.280 -4.070 0.502
43 H 0.888 -2.749 0.664
44 H 1.763 -2.833 -0.897
45 H 3.365 -0.360 1.527
46 H 3.700 0.043 -0.183

# C10H18N2

A single C10H18N2 molecule (wB97M-V/def2-TZVPD, OMol25).

E in eV: -13638.1467
Energy relative to the best compared isomer or geometry (same formula, charge and spin) in kcal per mole: 91.5

Cartesian coordinates (Å):
1 C -2.041 1.352 -2.004
2 C -2.179 2.648 -1.157
3 C -1.319 2.352 0.182
4 C -1.909 1.515 1.408
5 N -0.906 0.993 0.475
6 C 0.269 0.392 0.966
7 C 0.574 -0.927 0.494
8 C 1.925 -1.581 0.730
9 N 3.025 -0.626 1.031
10 C 4.261 -1.249 1.438
11 C 2.619 0.275 2.010
12 C 1.374 1.138 1.577
13 H -2.671 1.348 -2.835
14 H -1.021 1.123 -2.398
15 H -2.479 0.477 -1.514
16 H -3.207 3.006 -1.026
17 H -1.579 3.399 -1.647
18 H -0.556 3.136 0.327
19 H -1.672 1.634 2.501
20 H -2.861 1.177 1.191
21 H -0.113 -1.535 -0.109
22 H 1.861 -2.261 1.616
23 H 2.192 -2.208 -0.201
24 H 4.292 -1.692 2.443
25 H 5.031 -0.555 1.437
26 H 4.490 -2.030 0.679
27 H 3.428 1.060 2.197
28 H 2.474 -0.339 2.912
29 H 1.646 1.971 0.880
30 H 0.924 1.883 2.273

| no. | strongest force on any atom (eV Å⁻¹) |
| --- | --- |
| 1 | 5.4 |
| 2 | 5.3 |
| 3 | 4.6 |
| 4 | 4.5 |
| 5 | 1.7 |
| 6 | 5.9 |